1.
50
Properties=species:S:1:pos:R:3 method="wB97M-V/def2-TZVPD" total_charge=+1 e_tot_ev=-35086.2425 gap_ev=6.419
C -4.348 3.567 3.871
C -3.868 2.333 4.527
C -2.630 2.279 5.103
C -1.618 3.383 4.920
C -2.281 1.129 5.834
C -2.814 -0.124 5.482
C -1.985 -1.372 5.663
C -4.062 -0.165 4.926
C -4.747 -1.455 4.690
C -4.721 1.098 4.450
H -5.672 1.260 5.015
H -5.388 3.453 3.569
H -4.298 4.448 4.515
H -3.768 3.810 2.970
H -0.621 3.024 5.207
H -1.561 3.680 3.862
H -1.807 4.295 5.505
H 0.850 0.518 3.834
H -1.307 1.130 6.308
H -0.938 -1.100 5.848
H -2.295 -2.027 6.492
H -2.002 -1.979 4.744
H -5.761 -1.279 4.332
H -4.233 -2.068 3.939
H -4.827 -2.072 5.587
H -4.970 0.943 3.364
F -2.340 -3.152 1.193
C -1.106 -2.809 1.720
C -0.361 -3.829 2.310
C 0.763 -3.398 3.014
F 1.493 -4.337 3.721
C 1.142 -2.058 3.085
C 0.368 -1.043 2.495
C 0.912 0.361 2.755
C 0.405 1.640 2.071
C 1.304 2.719 2.160
C 1.026 3.962 1.592
F 1.886 5.016 1.842
C -0.112 4.208 0.825
C -1.007 3.141 0.765
F -2.224 3.378 0.150
C -0.789 1.886 1.364
C -0.748 -1.449 1.747
H -0.665 -4.879 2.289
H 2.005 -1.783 3.691
H 2.028 0.334 2.655
H 2.216 2.599 2.749
H -0.301 5.175 0.361
H -1.591 1.155 1.341
H -1.389 -0.722 1.269

2.
55
Properties=species:S:1:pos:R:3 method="wB97M-V/def2-TZVPD" e_tot_ev=-41212.6589 gap_ev=6.574
Ir -0.820 0.577 0.190
C -2.204 -1.340 -1.535
N -1.293 -1.419 -0.372
C -1.962 -2.220 0.676
C -0.014 -2.098 -0.648
C 0.123 -3.137 -1.538
C 1.378 -3.714 -1.709
C 2.446 -3.241 -0.961
C 2.295 -2.199 -0.050
C 1.049 -1.599 0.115
N 0.655 -0.543 0.925
C 1.242 0.028 2.038
C 2.560 -0.095 2.478
C 2.977 0.558 3.630
C 2.107 1.345 4.365
C 0.787 1.461 3.950
C 0.365 0.812 2.806
N -1.048 0.822 2.387
C -1.776 -0.187 3.187
C -1.699 2.128 2.681
H -2.627 -2.322 -1.753
H -1.675 -0.966 -2.406
H -3.013 -0.655 -1.287
H -2.218 -3.199 0.268
H -2.868 -1.713 0.997
H -1.278 -2.348 1.503
H -0.720 -3.491 -2.117
H 1.515 -4.510 -2.427
H 3.428 -3.674 -1.094
H 3.162 -1.853 0.486
H 3.279 -0.679 1.930
H 4.009 0.457 3.940
H 2.444 1.866 5.251
H 0.094 2.058 4.527
H -1.807 0.135 4.230
H -1.260 -1.136 3.139
H -2.794 -0.285 2.816
H -1.839 2.236 3.758
H -2.671 2.152 2.195
H -1.100 2.942 2.296
O 0.007 1.573 -6.613
C 0.485 2.376 -5.792
O 1.066 3.464 -5.909
C 0.314 1.916 -4.342
C 0.574 0.600 -3.974
C 0.380 0.185 -2.678
N -0.113 0.996 -1.721
C -0.317 2.294 -2.068
C -0.096 2.783 -3.331
C -0.798 3.157 -0.953
O -0.744 4.349 -0.929
O -1.304 2.432 0.072
H 0.915 -0.103 -4.722
H 0.638 -0.817 -2.380
H -0.237 3.838 -3.526

3.
54
Properties=species:S:1:pos:R:3 method="wB97M-V/def2-TZVPD" total_charge=+1 e_tot_ev=-45628.9855 gap_ev=5.227
Pd 0.920 0.835 0.775
C -7.899 -7.914 -8.364
O -6.580 -7.404 -8.491
C -6.090 -6.657 -7.481
C -4.790 -6.174 -7.657
C -4.200 -5.403 -6.684
C -4.887 -5.091 -5.507
C -6.177 -5.576 -5.341
C -6.786 -6.355 -6.315
C -4.222 -4.267 -4.498
N -3.013 -3.769 -4.606
C -2.809 -3.076 -3.443
C -3.890 -3.149 -2.624
N -4.801 -3.917 -3.306
C -3.947 -2.521 -1.359
C -5.112 -2.657 -0.588
C -5.211 -2.070 0.637
C -4.110 -1.342 1.071
N -3.011 -1.205 0.362
C -2.828 -1.756 -0.869
C -1.595 -1.667 -1.792
N -0.352 -0.991 -1.588
C 0.640 -0.983 -2.451
C 0.563 -1.644 -3.663
C -0.580 -2.317 -3.952
C -1.655 -2.345 -3.052
H -8.093 -8.472 -9.274
H -8.627 -7.104 -8.272
H -7.981 -8.582 -7.504
H -4.268 -6.422 -8.572
H -3.195 -5.028 -6.817
H -6.747 -5.357 -4.446
H -7.791 -6.715 -6.154
H -5.720 -4.184 -3.003
H -5.939 -3.236 -0.978
H -6.095 -2.157 1.252
H -4.119 -0.849 2.035
H 1.522 -0.430 -2.162
H 1.403 -1.610 -4.341
H -0.700 -2.853 -4.884
O -0.505 -0.376 -0.264
C 2.596 3.603 0.729
Si 2.454 2.080 1.786
C 1.742 2.394 3.476
C 3.982 1.021 1.792
H 3.345 4.261 1.184
H 1.659 4.158 0.671
H 2.928 3.378 -0.285
H 2.458 3.009 4.032
H 1.588 1.474 4.040
H 0.800 2.941 3.436
H 4.781 1.585 2.285
H 4.324 0.777 0.786
H 3.843 0.092 2.346

4.
55
Properties=species:S:1:pos:R:3 method="wB97M-V/def2-TZVPD" total_charge=+1 e_tot_ev=-50638.4670 gap_ev=8.110
Pd 0.182 -0.236 1.800
C -1.708 -4.568 1.065
C -1.383 -3.112 0.779
C -1.875 -2.694 -0.604
O 0.049 -2.923 0.853
C -2.090 -2.207 1.810
O -3.220 -2.499 2.123
O -1.502 -1.137 2.299
H -1.254 -5.206 0.302
H -2.783 -4.723 1.057
H -1.326 -4.862 2.043
H -1.401 -3.306 -1.374
H -1.634 -1.647 -0.795
H -2.954 -2.824 -0.668
H 0.449 -3.561 0.252
N 1.222 -1.420 3.098
C 2.600 -0.980 3.193
C 3.530 -1.582 3.989
C 4.850 -1.084 4.042
C 5.204 0.013 3.310
C 4.251 0.662 2.488
C 4.536 1.825 1.738
C 3.549 2.414 1.003
C 2.268 1.834 0.992
N 1.972 0.737 1.653
C 2.945 0.147 2.424
H 0.758 -1.429 4.003
H 1.143 -2.356 2.693
H 3.254 -2.443 4.584
H 5.575 -1.574 4.676
H 6.211 0.408 3.355
H 5.533 2.246 1.770
H 3.726 3.313 0.433
H 1.467 2.289 0.427
S -3.684 2.758 -2.564
C -2.561 1.999 -1.457
C -2.990 1.810 -0.141
C -2.147 1.222 0.772
N -0.902 0.832 0.451
C -0.492 0.994 -0.815
C -1.277 1.570 -1.790
C -2.799 2.660 -4.104
C -2.912 1.532 -4.900
C -2.217 1.510 -6.103
N -1.453 2.511 -6.529
C -1.367 3.593 -5.759
C -2.020 3.722 -4.542
H -3.983 2.105 0.168
H -2.465 1.018 1.785
H 0.497 0.622 -1.052
H -0.893 1.664 -2.795
H -3.522 0.693 -4.597
H -2.282 0.645 -6.753
H -0.747 4.399 -6.134
H -1.930 4.627 -3.956

5.
56
Properties=species:S:1:pos:R:3 method="wB97M-V/def2-TZVPD" e_tot_ev=-51033.5091 spin_multiplicity=4 s2=3.7744 gap_ev="5.793 / 7.975"
W 0.478 0.202 -0.163
N 2.130 3.664 1.870
C 1.798 2.566 1.162
O 0.646 2.092 1.120
C 2.942 2.006 0.376
C 2.704 0.631 -0.194
H 1.376 4.251 2.222
H 3.116 3.821 2.025
H 3.761 1.990 1.070
H 3.036 2.793 -0.401
H 3.314 -0.126 0.269
H 3.029 0.670 -1.246
S 1.280 -3.728 2.005
C 1.153 -2.535 3.269
C 1.555 -2.516 4.640
C 1.389 -1.394 5.373
C 0.849 -0.221 4.854
C 0.600 -0.205 3.502
C 0.697 -1.339 2.725
N 0.515 -1.343 1.321
C 0.696 -2.592 0.867
C 0.595 -2.838 -0.525
C 0.771 -4.110 -1.129
C 0.915 -4.223 -2.495
C 0.902 -3.046 -3.261
C 0.645 -1.797 -2.649
C 0.481 -1.633 -1.266
H 2.024 -3.434 5.053
H 1.793 -1.336 6.358
H 0.784 0.621 5.470
H 0.302 0.692 3.028
H 0.914 -4.952 -0.476
H 1.085 -5.210 -2.936
H 1.151 -3.175 -4.381
H 0.651 -0.862 -3.262
N -1.974 3.112 -1.209
C -0.723 3.802 -1.486
C 0.425 2.867 -1.827
O 1.461 3.224 -2.299
O 0.167 1.625 -1.587
H -2.466 3.135 -2.093
H -2.608 3.436 -0.407
H -0.265 4.321 -0.606
H -0.868 4.595 -2.298
O -1.751 0.282 0.071
N -2.640 0.085 -0.835
C -3.890 -0.291 -0.402
C -4.856 -0.659 -1.265
C -4.630 -0.583 -2.637
C -3.327 -0.303 -3.089
C -2.349 0.072 -2.170
H -3.975 -0.363 0.669
H -5.850 -0.932 -0.905
H -5.442 -0.809 -3.300
H -3.151 -0.478 -4.125
H -1.367 0.475 -2.394